This record from OMol25 describes a molecular structure, C37H57N4O2P2PbSeTe. The level of theory is ωB97M-V with the def2-TZVPD basis set.

Element x y z (Å)
1 C 2.636 4.260 3.143
2 C 5.246 3.985 2.244
3 H -0.017 -2.079 3.802
4 C 4.207 -3.125 2.530
5 C -5.132 -0.376 -1.420
6 H -0.013 2.444 -4.268
7 H 3.191 1.154 -1.445
8 P 2.820 -0.775 1.573
9 H -1.898 -3.596 1.393
10 H -4.522 -2.326 -2.101
11 H 1.736 2.623 -4.572
12 H 2.297 -0.298 3.915
13 H 2.253 -5.459 -2.426
14 O 2.025 1.660 0.759
15 H 4.407 2.718 0.719
16 C 3.146 -5.257 2.808
17 H -8.239 2.447 -1.503
18 H 0.977 -2.238 -1.637
19 H -5.564 -1.434 -3.239
20 H 5.102 -2.514 2.586
21 H 1.033 3.087 -2.992
22 H -1.400 -1.816 -2.745
23 C -0.734 -3.751 -2.826
24 H -1.620 -4.311 -3.155
25 H 1.070 -5.346 2.325
26 H 1.610 4.364 3.474
27 N 1.975 -2.112 -1.792
28 H -1.169 5.115 1.763
29 C -0.242 -1.579 2.858
30 H 5.216 -4.882 3.243
31 H -3.087 4.347 -0.930
32 O -1.529 1.642 -1.991
33 C -6.359 0.276 -1.482
34 H 3.860 -0.044 -2.591
35 H -2.151 5.774 0.422
36 H -0.370 5.802 0.373
37 C 0.527 -4.495 -3.280
38 N -0.269 3.034 0.278
39 C 3.239 0.844 -2.490
40 H -8.895 1.105 -0.570
41 H -3.961 3.587 -2.926
42 C 1.942 -4.708 2.384
43 H -4.277 1.904 -2.456
44 C -4.247 -0.102 -0.359
45 H -7.039 0.036 -2.296
46 C -1.245 5.228 0.681
47 C -2.289 3.618 -0.906
48 C 2.894 3.481 2.019
49 Te 1.265 0.375 -3.141
50 H 3.095 -3.286 -3.129
51 H 2.337 -1.797 -0.898
52 C -1.236 3.879 0.011
53 C 1.848 -3.359 2.036
54 H 3.197 -6.307 3.069
55 C 1.637 -4.575 -2.230
56 H 3.362 -3.658 -1.432
57 C 4.208 3.337 1.586
58 C -4.757 -1.341 -2.510
59 Pb -0.118 0.706 -0.327
60 H 4.471 0.415 0.245
61 C 2.589 -3.399 -2.162
62 P 0.278 -2.597 1.407
63 Se -2.639 -1.119 -0.140
64 C 4.496 -0.496 0.841
65 C -4.588 0.907 0.559
66 C -6.742 1.218 -0.534
67 C -8.107 1.861 -0.589
68 C -5.827 1.540 0.457
69 H 0.915 -4.022 -4.188
70 C 0.979 2.387 -3.825
71 H -1.006 -2.306 -4.262
72 H -3.163 2.240 -3.785
73 C 3.110 -0.032 3.239
74 C -3.514 2.599 -2.817
75 H -3.855 -0.992 -3.023
76 H -1.321 -1.436 2.760
77 N -0.731 -2.363 -3.290
78 H 4.047 -0.408 3.655
79 H -0.942 -4.310 2.719
80 H -3.361 0.496 2.281
81 H -0.685 -4.829 1.031
82 H 3.159 1.053 3.151
83 C 4.279 -4.463 2.893
84 H 5.789 5.272 3.877
85 H 1.182 -4.723 -1.241
86 H -4.076 2.127 2.251
87 C 3.673 4.891 3.816
88 C -3.635 1.337 1.639
89 C -2.359 2.595 -1.843
90 H 0.227 -0.594 2.839
91 C 3.012 -2.555 2.093
92 H 4.759 -1.335 0.195
93 C 1.788 2.835 1.232
94 H 3.462 5.487 4.697
95 N 0.729 3.576 1.101
96 H -6.080 2.311 1.180
97 H 6.261 3.886 1.878
98 H -2.709 1.720 1.202
99 C 4.982 4.763 3.364
100 H -8.260 2.527 0.262
101 H 3.623 1.654 -3.108
102 H -0.784 -3.727 -1.732
103 H 5.262 -0.383 1.612
104 C -0.916 -3.979 1.678
105 H 0.244 -5.517 -3.546

Summary:
**Charge**: -1
**Total energy**: -145817.3122 eV
**Frontier orbital gap**: 6.058 eV
**HOMO level**: -3.806 eV
**Relative energy (zero: lowest compared OMol25 entry of this formula, charge and spin)**: 11.8 kcal/mol